1.
The following is a quantum chemistry calculation of C2H2N2OS in the gas phase, from the Open Molecules 2025 dataset.

Each line ends with the Mulliken charge.
Positions of all 8 atoms, in Å:
N  2.7098  0.9402  0.6807  -0.33
C  1.9391  0.3788  0.0657  0.34
S  0.8782  -0.8599  -0.6106  0.33
O  0.3329  -1.2729  0.7067  -0.62
C  -0.7650  0.4434  -1.1957  -0.11
N  -1.5099  0.2160  -0.2352  -0.16
H  -2.4621  0.5274  0.0867  0.26
H  -1.1231  -0.3730  0.5016  0.29

The SMILES is N#CS(=O)#CN. The calculation puts the orbital gap at 9.468 eV. The total charge is 0.

---

2.
The following is a quantum chemistry calculation of C2H2N2OS in the gas phase, from the Open Molecules 2025 dataset.

Each line ends with the Mulliken charge.
Positions of all 8 atoms, in Å:
S  -2.7765  -0.9374  -0.0062  -0.24
C  -1.6906  0.2054  0.0819  0.17
C  -0.2106  0.2430  -0.0413  -0.13
O  0.1387  1.6547  0.0264  -0.13
N  -1.0082  2.3923  -0.0597  0.02
N  -2.0434  1.8018  -0.0004  -0.19
H  0.2250  -0.4738  0.7155  0.26
H  0.0954  -0.1934  -1.0045  0.25

The SMILES is S=C1CON=N1. The calculation puts the orbital gap at 8.356 eV. The total charge is 0.

---

Most stable: 2

---

1.
The following is a quantum chemistry calculation of C14H19N3S in the gas phase, from the Open Molecules 2025 dataset.

Each line ends with the Mulliken charge.
Positions of all 37 atoms, in Å:
C  1.2586  2.7996  4.4179  -0.79
S  0.1684  1.4282  4.5960  -0.12
C  0.8490  0.4129  3.4103  0.20
N  1.5754  -0.6764  3.8664  -0.27
N  1.7331  -1.7399  3.1153  -0.59
C  1.3242  -1.5489  1.8541  -0.34
C  0.6713  -0.4342  1.3410  -1.32
C  0.0306  -0.3558  -0.0158  3.13
C  0.3174  0.9612  -0.6629  -1.49
C  -0.4117  1.0525  -2.0119  0.45
C  0.3803  0.2429  -2.8933  -1.39
C  0.1994  -1.1932  -2.4213  0.32
C  -1.3679  -1.6643  -2.3539  -1.49
C  -2.0415  -0.6955  -1.4057  0.49
C  -1.8627  0.6823  -1.9655  -1.37
C  -1.4750  -0.8458  0.0465  -1.37
C  0.7826  -1.3079  -0.9873  -1.26
N  0.3707  0.5026  2.1973  -0.35
H  2.2028  2.7957  5.0616  0.26
H  1.6323  2.7559  3.3940  0.21
H  0.8227  3.7413  4.6492  0.35
H  1.4094  -2.4648  1.3212  0.49
H  -0.2162  1.6813  0.0015  0.45
H  1.3655  1.2416  -0.5508  0.39
H  -0.2869  2.0526  -2.3610  0.31
H  1.4250  0.5594  -2.8661  0.47
H  0.1944  0.2831  -3.9469  0.46
H  0.7404  -1.7531  -3.2068  0.30
H  -1.8779  -1.6361  -3.2719  0.50
H  -1.2684  -2.7113  -2.0765  0.49
H  -3.1045  -0.9489  -1.3356  0.33
H  -2.2550  0.8319  -3.0093  0.44
H  -2.2340  1.3768  -1.2557  0.49
H  -2.0157  -0.1294  0.6162  0.54
H  -1.6169  -1.8722  0.3829  0.39
H  0.7280  -2.3880  -0.5586  0.35
H  1.8529  -1.0360  -1.1149  0.31

The SMILES is CSc1nncc([C@]23C[C@H]4C[C@H](C[C@H](C4)C2)C3)n1. The calculation puts the orbital gap at 9.046 eV. The total charge is 0.

---

2.
The following is a quantum chemistry calculation of C14H19N3S in the gas phase, from the Open Molecules 2025 dataset.

Each line ends with the Mulliken charge.
Positions of all 37 atoms, in Å:
C  -0.0096  -2.1148  0.9042  -0.39
C  1.1419  -2.2403  1.5357  -0.04
C  2.2751  -1.2571  1.4798  -1.08
N  1.9428  -0.0163  0.8242  0.24
C  1.0390  0.8921  1.4907  -1.06
N  0.1226  1.4460  0.5224  0.85
C  -1.0158  2.1419  1.0889  -0.95
C  -2.2091  2.1290  0.1224  -1.44
C  -2.5638  0.7149  -0.2438  0.68
C  -3.3511  -0.0520  0.6054  -0.16
C  -3.6492  -1.3669  0.2962  -0.61
C  -3.1586  -1.9345  -0.8673  -0.54
C  -2.3703  -1.1798  -1.7185  -0.58
C  -2.0756  0.1360  -1.4072  -0.18
C  0.8720  2.2263  -0.4314  -0.87
N  1.9017  1.3942  -0.9991  -0.12
C  2.3351  0.2409  -0.4387  0.32
S  3.3553  -0.7344  -1.3021  -0.48
H  -0.7772  -2.8659  0.9731  0.29
H  -0.2376  -1.2633  0.2855  -0.08
H  1.3527  -3.1101  2.1438  0.37
H  3.1060  -1.7015  0.9192  0.43
H  2.6285  -1.0379  2.4949  0.37
H  0.4744  0.3273  2.2364  0.50
H  1.6257  1.6840  2.0078  0.11
H  -1.3048  1.6122  1.9992  0.46
H  -0.7627  3.1808  1.3613  0.37
H  -3.0514  2.6141  0.6194  0.47
H  -1.9701  2.7007  -0.7750  0.39
H  -3.7385  0.3874  1.5143  0.41
H  -4.2660  -1.9499  0.9649  0.38
H  -3.3895  -2.9612  -1.1099  0.40
H  -1.9801  -1.6178  -2.6253  0.38
H  -1.4597  0.7180  -2.0772  0.27
H  0.2048  2.5693  -1.2271  0.37
H  1.3324  3.1233  0.0449  0.26
H  2.1778  1.5368  -1.9572  0.27

The SMILES is C=CCN1CN(CCc2ccccc2)CNC1=S. The calculation puts the orbital gap at 8.584 eV. The total charge is 0.

---

Most stable: 2

---

1.
The following is a quantum chemistry calculation of a molecular structure, C6H7NO2S, from the Open Molecules 2025 dataset.

Each line ends with the Mulliken charge.
Positions of all 17 atoms, in Å:
C  -3.2193  0.9326  0.3792  0.01
C  -2.1153  1.0657  -0.0179  -0.88
C  -0.0308  0.8292  -1.3084  -0.43
C  -0.6737  1.0247  -0.1654  0.52
C  0.2348  0.9062  1.0779  -0.42
C  0.9130  -2.0909  -0.2355  -0.71
N  1.9935  -1.2001  0.2524  -0.36
O  2.8550  1.0521  0.7197  -0.65
O  1.3074  0.6771  -1.3705  -0.44
S  1.7100  0.2735  0.2891  0.94
H  -4.2583  0.7336  0.6388  0.41
H  -0.5522  0.7826  -2.2518  0.44
H  0.2473  2.0097  1.4354  0.33
H  -0.2170  0.2094  1.7372  0.41
H  0.2191  -2.5009  0.5499  0.24
H  0.3819  -1.6387  -1.0057  0.29
H  1.2048  -3.0659  -0.7243  0.30

The calculation puts the orbital gap at 9.805 eV. The total charge is 0.

---

2.
The following is a quantum chemistry calculation of 2 unconnected molecules or ions with the total composition C6H7NO2S, from the Open Molecules 2025 dataset.

Each line ends with the Mulliken charge.
Positions of all 17 atoms, in Å:
C  1.6252  -1.1923  -1.5942  -0.12
C  2.1142  -1.5976  -0.3593  -0.51
C  0.5666  -0.3398  -1.6131  -0.50
C  1.4468  -1.3082  0.8096  -0.07
C  -0.2287  -0.0085  -0.4724  -0.36
C  -2.1873  1.5310  0.9656  0.50
N  0.2760  -0.6496  0.6651  0.05
O  -2.7898  1.9459  -0.1164  -0.40
O  -1.0461  2.1144  1.2554  -0.40
S  -2.8600  0.4431  1.9636  -0.37
H  2.2202  -1.4004  -2.4343  0.43
H  3.1669  -1.9935  -0.2613  0.26
H  0.3587  0.1213  -2.6275  0.25
H  1.6932  -1.4128  1.9119  0.31
H  -3.6816  1.7501  -0.1583  0.33
H  -0.4766  2.3844  0.4652  0.38
H  -0.1978  -0.3874  1.6003  0.22

The calculation puts the orbital gap at 8.690 eV. The total charge is 0.

---

Most stable: 2

---

1.
The following is a quantum chemistry calculation of a molecular structure, C2H4I2S, from the Open Molecules 2025 dataset.

Each line ends with the Mulliken charge.
Positions of all 9 atoms, in Å:
C  -1.4295  0.2490  -0.3829  -0.49
C  -0.6222  -0.7220  -0.8012  -0.30
S  1.9980  1.0572  1.7095  -0.24
I  0.7443  -0.5044  -2.4080  0.11
I  -0.6789  -2.7438  -0.0929  0.10
H  -1.9455  0.0631  0.5944  0.26
H  1.4737  -0.1155  1.5940  0.12
H  -1.2377  1.2850  -0.6492  0.31
H  1.6978  1.4314  0.4363  0.12

The calculation puts the orbital gap at 9.154 eV. The total charge is 0.

---

2.
The following is a quantum chemistry calculation of a molecular structure, C2H4I2S, from the Open Molecules 2025 dataset.

Each line ends with the Mulliken charge.
Positions of all 9 atoms, in Å:
C  -0.4724  0.3877  0.3556  -0.94
C  0.8994  0.0880  -0.4917  -0.61
S  -1.9277  -0.5129  -0.3036  -0.13
I  2.3344  1.7295  -0.2425  0.07
I  1.4966  -1.7903  0.2669  0.15
H  -0.4154  0.2252  1.3663  0.52
H  -0.9190  1.4579  0.2380  0.33
H  0.6038  0.1030  -1.4708  0.50
H  -1.5997  -1.6880  0.2819  0.11

The calculation puts the orbital gap at 9.110 eV. The total charge is 0.

---

Most stable: 2